(1)
A single C7H12N2O molecule in a non-equilibrium geometry. Source: the Open Molecules 2025 dataset; level of theory: wB97M-V/def2-TZVPD.

The geometry in ORCA input format:
```
! RIJCOSX wB97M-V def2-TZVPD def2/J DEFGRID3
* xyz 0 1
H 4.08413 0.46100 0.07487
N 3.06060 0.69865 -0.45311
C 2.29950 0.05910 0.30983
O 3.20029 -0.50834 1.42007
C 0.83019 -0.22983 0.31105
C 0.60336 -1.66661 -0.17443
C 0.07594 0.82367 -0.54194
N 0.24604 2.20216 -0.09854
C -1.36044 0.49914 -0.60478
C -2.54343 0.24356 -0.53673
C -3.93650 -0.17739 -0.38790
H 2.61899 -0.85201 2.10926
H 0.47271 -0.13343 1.34996
H -0.45819 -1.92400 -0.07490
H 0.89201 -1.76586 -1.23063
H 1.19497 -2.39001 0.40124
H 0.48582 0.76036 -1.56264
H -0.07571 2.31287 0.86024
H 1.22916 2.45723 -0.12987
H -3.99251 -1.23720 -0.10318
H -4.44088 0.40948 0.39218
H -4.48608 -0.04254 -1.33004
*
```

HOMO energy   -9.4 eV
ΔE to the lowest compared entry with this formula, charge and spin   66.4 kcal per mole
Electronic energy   -12478.6787 eV
SMILES string   [H]/N=C(\O)[C@H](C)[C@H](N)C#CC

Atom charges from the Löwdin analysis, given in e for atoms 1 to 6:
1. H 0.16
2. N 0.13
3. C -0.38
4. O -0.07
5. C -0.29
6. C -0.04

=====

(2)
C28H67FN5NbO15PS as an isolated structure in a non-equilibrium geometry. Source: the Open Molecules 2025 dataset; level of theory: wB97M-V/def2-TZVPD.

The geometry in ORCA input format:
```
! RIJCOSX wB97M-V def2-TZVPD def2/J DEFGRID3
* xyz -1 1
C 2.61804 1.26682 -0.41348
C 1.47394 1.02466 -1.44488
O 1.78484 1.13567 -2.59735
N 0.21211 0.63036 -0.96245
C -0.27787 -0.61708 -1.59596
Nb -1.26106 2.13533 -0.63868
C -1.52795 1.35554 1.46703
C -2.80902 0.49718 1.77800
C -2.53060 -1.03704 1.87117
F -3.23565 -1.53322 3.00911
C -2.86763 3.70104 -0.50263
C -3.48039 4.09348 0.86828
N -2.53837 4.44710 1.94939
N -4.55318 3.18168 1.34356
N -4.23615 5.39034 0.56958
N -2.76617 0.68374 -1.33624
C -3.26834 1.02184 -2.38123
O -3.72672 1.34091 -3.39688
P -0.89022 2.94813 -3.04700
O -2.01277 4.08614 -3.53609
O -0.74638 1.70761 -4.16570
S 0.46862 3.91764 0.07129
C 1.25842 3.55466 1.69025
O -0.17733 5.24471 0.27208
O 1.48227 4.17187 -0.98625
H 3.38447 0.49615 -0.65345
H 2.28855 1.14498 0.63121
H 3.11443 2.23676 -0.60249
H -0.72681 -0.47638 -2.59758
H 0.61838 -1.26423 -1.76712
H -0.92594 -1.20446 -0.92017
H -0.67152 0.65671 1.63609
H -1.38818 2.12184 2.26107
H -3.68178 0.69065 1.13798
H -3.12906 0.76727 2.81049
H -1.45846 -1.23694 2.04600
H -2.90575 -1.59348 0.99356
H -2.43622 4.63727 -0.93230
H -3.73419 3.48212 -1.17081
H -2.66433 5.39954 2.27406
H -2.81372 3.86485 2.74534
H -4.88097 2.71377 0.49568
H -5.35159 3.75683 1.61493
H -4.62146 5.75972 1.44152
H -3.49125 6.03314 0.28166
H -2.59048 3.72300 -4.22912
H -1.45688 1.85401 -4.81801
H 1.08596 2.48326 1.90777
H 0.80992 4.13400 2.51383
H 2.35312 3.71260 1.64031
C 2.38111 -1.38602 -4.50417
O 1.96156 -2.73212 -4.34502
C 1.71397 -3.41777 -5.55527
C 2.35449 -4.79672 -5.57788
O 3.77787 -4.82370 -5.57867
C 4.46146 -4.36459 -4.41798
C 4.28013 -5.19982 -3.16020
O 2.95523 -5.12573 -2.65774
C 2.39063 -6.37789 -2.33007
H 1.51292 -0.72717 -4.58740
H 2.94846 -1.10130 -3.61866
H 3.03217 -1.26333 -5.37654
H 2.06900 -2.84171 -6.41725
H 0.62736 -3.53809 -5.65238
H 2.06120 -5.26918 -6.52068
H 1.95576 -5.43607 -4.79041
H 4.24212 -3.31316 -4.23213
H 5.52379 -4.40361 -4.67882
H 4.94301 -4.80059 -2.38268
H 4.57511 -6.23500 -3.36262
H 2.67100 -7.15259 -3.05165
H 1.30537 -6.27195 -2.35632
H 2.69174 -6.67833 -1.32119
C 5.91311 7.55324 3.87134
O 5.96148 6.48850 4.79822
C 4.72520 6.20433 5.43110
C 4.40544 4.71737 5.43959
O 4.15785 4.12563 4.17155
C 5.23680 4.03964 3.24736
C 6.38351 3.12241 3.64091
O 7.11105 3.62246 4.75549
C 7.35693 2.66089 5.75998
H 6.06431 8.50961 4.38389
H 6.72052 7.41074 3.15169
H 4.96888 7.57064 3.31914
H 3.90203 6.74514 4.95202
H 4.79905 6.54979 6.46982
H 3.47113 4.59599 5.99612
H 5.15386 4.14955 5.99258
H 5.59529 5.03362 2.98031
H 4.79653 3.63026 2.33321
H 7.08331 3.06468 2.79875
H 5.99692 2.11660 3.83364
H 6.50025 1.99492 5.90482
H 7.53018 3.19280 6.69676
H 8.24959 2.07564 5.51580
C -5.39585 -2.41680 -0.93795
O -5.37448 -3.49036 -0.01650
C -6.61133 -3.74360 0.62087
C -6.96795 -5.22151 0.62115
O -7.23752 -5.80019 -0.65202
C -6.16767 -5.91055 -1.58338
C -5.04474 -6.86263 -1.20282
O -4.29919 -6.38945 -0.09239
C -4.07214 -7.36035 0.90751
H -5.21267 -1.47188 -0.41678
H -4.59644 -2.57582 -1.66292
H -6.34227 -2.36820 -1.48659
H -7.42308 -3.17749 0.15035
H -6.52245 -3.40740 1.66114
H -7.90194 -5.32348 1.18236
H -6.23029 -5.81074 1.16538
H -5.78175 -4.92542 -1.84589
H -6.62491 -6.30233 -2.49745
H -4.35157 -6.93472 -2.05003
H -5.45817 -7.85901 -1.01355
H -4.94541 -8.00435 1.05583
H -3.87907 -6.83597 1.84415
H -3.19656 -7.96774 0.65569
*
```

HOMO energy   -4.2 eV
Electronic energy   -92670.3662 eV

Atom charges from the Löwdin analysis, given in e for atoms 1 to 6:
1. C -0.02
2. C -0.62
3. O 0.03
4. N -0.22
5. C -0.15
6. Nb 1.48

=====

(3)
A single C23H31ClN6O2 molecule in a non-equilibrium geometry. Source: the Open Molecules 2025 dataset; level of theory: wB97M-V/def2-TZVPD.

The geometry in ORCA input format:
```
! RIJCOSX wB97M-V def2-TZVPD def2/J DEFGRID3
* xyz 0 1
C -1.88683 -1.86176 -3.02830
C -1.46575 -0.74218 -2.08451
C -1.43900 0.60750 -2.80250
C -0.82404 1.73665 -1.96855
C 0.68592 1.88973 -2.18308
N 1.43849 0.76314 -1.69516
C 1.79613 0.48044 -0.42310
C 1.52877 1.37285 0.73699
N 0.11815 1.37292 1.10041
C -0.29242 0.08984 1.64729
C -1.80149 0.09378 1.91165
N -2.15180 1.15600 2.83093
C -2.15793 0.92491 4.19538
C -2.73069 -0.24853 4.70704
C -2.80697 -0.47326 6.06474
C -2.33103 0.45732 6.97443
C -1.77735 1.62118 6.47480
Cl -1.16768 2.81549 7.57294
C -1.68033 1.86321 5.11732
C -1.71365 2.42254 2.29049
C -0.20337 2.43794 2.03578
N 2.44250 -0.67020 -0.31782
C 2.50497 -1.15556 -1.57489
C 1.88946 -0.28685 -2.46419
C 1.83344 -0.54494 -3.86994
O 1.33753 0.16356 -4.72837
N 2.44218 -1.76271 -4.18256
C 2.45663 -2.16484 -5.57972
C 3.05821 -2.65603 -3.31558
O 3.55647 -3.68204 -3.72457
N 3.07948 -2.31871 -1.97960
C 3.70653 -3.19829 -1.01804
H -2.87649 -1.66633 -3.43526
H -1.18685 -1.93867 -3.85767
H -1.91065 -2.81668 -2.50794
H -2.16348 -0.69232 -1.24458
H -0.48147 -0.97523 -1.67668
H -2.46554 0.87257 -3.06483
H -0.88196 0.50887 -3.73569
H -1.01088 1.57291 -0.90551
H -1.27877 2.68651 -2.25491
H 1.03681 2.78851 -1.66775
H 0.89819 1.97901 -3.25083
H 2.16893 1.03649 1.56857
H 1.80732 2.39817 0.47360
H -0.04221 -0.69043 0.92663
H 0.23776 -0.12913 2.59146
H -2.09778 -0.87551 2.30544
H -2.33435 0.27004 0.97191
H -3.14387 -0.98400 4.03528
H -3.25508 -1.38647 6.42653
H -2.39177 0.28610 8.03631
H -1.22137 2.78378 4.79773
H -2.00975 3.23786 2.94868
H -2.22571 2.55735 1.33141
H 0.08486 3.39392 1.59160
H 0.33894 2.31456 2.98900
H 1.94968 -1.39020 -6.15020
H 3.48489 -2.27806 -5.92169
H 1.94548 -3.12037 -5.69359
H 4.29626 -3.92948 -1.56719
H 2.94708 -3.70859 -0.42400
H 4.33722 -2.60828 -0.35549
*
```

HOMO energy   -8.0 eV
ΔE to the lowest compared entry with this formula, charge and spin   6.5 kcal per mole
Electronic energy   -49914.4366 eV
SMILES string   CCCCCn1c(CN2CCN(c3cccc(Cl)c3)CC2)nc2c1c(=O)n(C)c(=O)n2C

Atom charges from the Löwdin analysis, given in e for atoms 1 to 6:
1. C -0.10
2. C -0.26
3. C -0.20
4. C -0.16
5. C -0.11
6. N 0.05

=====

(4)
C34H23AsClN2OSbSe4Y as an isolated structure. Source: the Open Molecules 2025 dataset; level of theory: wB97M-V/def2-TZVPD.

The geometry in ORCA input format:
```
! RIJCOSX wB97M-V def2-TZVPD def2/J DEFGRID3
* xyz -1 1
Y -0.93201 0.84526 -2.05625
Cl 6.65672 0.30565 -2.77093
C 4.91412 0.19272 -2.81712
C 4.29366 -0.54112 -3.84198
C 2.93339 -0.64096 -3.88109
C 2.09724 -0.04058 -2.89483
O 0.83267 -0.21071 -2.97325
C 2.74238 0.73514 -1.88222
C 2.10154 1.49726 -0.84797
N 0.86384 1.54830 -0.47661
C 0.50685 2.41978 0.58492
C 1.39347 2.86310 1.53693
C 1.00521 3.74247 2.56376
C -0.27929 4.19523 2.64268
C -1.22542 3.77480 1.68199
C -2.56687 4.23079 1.68907
C -3.43157 3.83476 0.71519
C -2.96715 2.95554 -0.28491
N -1.74253 2.48991 -0.28762
C -0.84293 2.88547 0.65434
C 4.15626 0.83007 -1.88245
H 4.90130 -1.01395 -4.60287
H 2.43375 -1.18860 -4.66923
H 2.81891 2.12519 -0.31567
H 2.40624 2.48467 1.54813
H 1.74030 4.05143 3.29580
H -0.58931 4.87588 3.42600
H -2.88282 4.91051 2.47208
H -4.45276 4.18608 0.67850
H -3.61469 2.63798 -1.09906
H 4.64537 1.42256 -1.11812
Se -4.66093 3.35248 -4.00961
Sb -2.81531 1.87300 -4.53663
Se -0.74399 3.07088 -3.60021
Se -3.30118 -0.12597 -2.92706
Se -2.21056 0.91507 -6.64828
C -4.24587 -4.02185 2.71704
C -3.09278 -4.51019 2.11770
C -2.21578 -3.64368 1.48184
C -2.49309 -2.28214 1.44074
C -3.65493 -1.79644 2.03112
C -4.52687 -2.66405 2.67412
As -1.31413 -1.00304 0.58150
C -0.14751 -2.11694 -0.48443
C -0.46977 -2.77672 -1.66192
C 0.53721 -3.41871 -2.36970
C 1.84889 -3.37241 -1.91404
C 2.17313 -2.69978 -0.74505
C 1.17222 -2.07155 -0.01386
C 1.35303 -1.33703 1.25528
C 2.56147 -1.13200 1.91332
C 2.58383 -0.43460 3.11309
C 1.40998 0.07057 3.66085
C 0.20472 -0.10050 2.99369
C 0.17786 -0.80756 1.80259
H -4.92969 -4.70163 3.20913
H -2.87495 -5.57047 2.14267
H -1.31679 -4.02936 1.01628
H -3.89211 -0.74016 1.97335
H -5.43110 -2.27935 3.12788
H -1.48404 -2.75895 -2.04392
H 0.30285 -3.92684 -3.29567
H 2.63284 -3.85040 -2.48774
H 3.20487 -2.66013 -0.41704
H 3.48398 -1.51542 1.49451
H 3.52530 -0.28340 3.62664
H 1.43814 0.61630 4.59547
H -0.70480 0.32836 3.39918
*
```

HOMO energy   -4.1 eV
ΔE to the lowest compared entry with this formula, charge and spin   5.9 kcal per mole
Electronic energy   -382994.9946 eV

Atom charges from the Löwdin analysis, given in e for atoms 1 to 6:
1. Y 0.63
2. Cl 0.62
3. C -0.68
4. C -0.10
5. C 0.00
6. C -0.36

=====

| no. | Kohn-Sham gap (eV) |
| --- | --- |
| 1 | 10.08 |
| 2 | 5.80 |
| 3 | 8.59 |
| 4 | 5.23 |